DFT (wB97M-V/def2-TZVPD) results for C4H3LiO as an isolated structure in a non-equilibrium geometry.

Its net charge is -1. The calculation puts the total energy at -236.8325 Eh. The expectation value of S² is 0.755. Its spin multiplicity is 2.

The geometry in XYZ format:
```
9
C4H3LiO, DFT wB97M-V/def2-TZVPD
O -0.172 -1.894 0.400
C 0.165 -1.172 -0.560
C 1.060 -0.150 -0.747
C 0.674 1.213 -0.888
C 0.171 2.300 -0.610
H 2.126 -0.360 -0.571
H -2.307 -0.812 1.990
Li -1.394 -2.380 1.657
H -0.324 3.254 -0.671
```



DFT (wB97M-V/def2-TZVPD) results for C4H3LiOPr as an isolated structure in a non-equilibrium geometry.

Its net charge is +2. The calculation puts the total energy at -753.1832 Eh. The expectation value of S² is 3.762. Its spin multiplicity is 4.

The geometry in XYZ format:
```
10
C4H3LiOPr, DFT wB97M-V/def2-TZVPD
C -1.312 -1.226 1.694
C -0.869 -1.540 2.794
H -0.511 -1.800 3.780
Li 1.098 -0.210 0.850
O -0.579 0.243 -2.308
C 0.428 0.956 -2.011
C 1.007 1.166 -0.782
Pr -2.082 -0.685 -0.756
H 1.359 0.956 -2.691
H 1.461 2.142 -0.568
```



DFT (wB97M-V/def2-TZVPD) results for a 2-piece molecular cluster, C4H3N overall in a non-equilibrium geometry.

The calculation puts the total energy at -208.7023 Eh.

The geometry in XYZ format:
```
8
C4H3N, DFT wB97M-V/def2-TZVPD
C -1.576 -1.529 -0.971
C 1.229 -0.143 0.279
C 0.009 -0.227 0.011
C 0.387 1.154 0.421
N -2.477 -2.005 -1.473
H 2.062 -0.606 0.574
H -0.005 1.520 1.461
H 0.372 1.836 -0.302
```



DFT (wB97M-V/def2-TZVPD) results for one molecule with the formula C4H3N in a non-equilibrium geometry.

The calculation puts the total energy at -208.8869 Eh. The SMILES is C#CCC#N.

The geometry in XYZ format:
```
8
C4H3N, DFT wB97M-V/def2-TZVPD
C 1.968 0.455 -0.153
C 0.856 0.037 -0.337
C -0.488 -0.522 -0.176
C -1.594 0.356 -0.585
N -2.494 1.024 -0.869
H 2.950 0.825 0.036
H -0.559 -0.681 0.903
H -0.610 -1.499 -0.658
```



DFT (wB97M-V/def2-TZVPD) results for one molecule with the formula C4H3N in a non-equilibrium geometry.

The calculation puts the total energy at -208.8603 Eh. The SMILES is C#CCC#N.

The geometry in XYZ format:
```
8
C4H3N, DFT wB97M-V/def2-TZVPD
C 1.876 0.433 0.005
C 0.809 0.031 -0.378
C -0.516 -0.539 -0.206
C -1.636 0.352 -0.571
N -2.498 1.050 -0.905
H 2.866 0.804 0.011
H -0.190 -0.590 0.861
H -0.677 -1.531 -0.653
```



DFT (wB97M-V/def2-TZVPD) results for an isolated ion of composition C4H3N2O2S and charge -1 in a non-equilibrium geometry.

Its net charge is -1. The calculation puts the total energy at -812.3378 Eh.

The geometry in XYZ format:
```
12
C4H3N2O2S, DFT wB97M-V/def2-TZVPD
C -0.929 0.026 -0.613
C 0.615 1.754 -0.455
C 0.883 0.757 -2.682
C -0.566 -0.855 0.392
N -0.329 -2.130 0.303
N 1.279 1.629 -1.683
O 0.718 2.482 0.462
O 1.474 0.692 -3.739
S -0.386 -0.284 -2.255
H -0.955 -0.468 1.372
H -0.172 -2.674 1.235
H 2.037 2.297 -2.057
```



DFT (wB97M-V/def2-TZVPD) results for one molecule with the formula C4H3N3 in a non-equilibrium geometry.

The calculation puts the total energy at -318.3557 Eh. The SMILES is [H]/N=C(\C#N)N=C=C.

The geometry in XYZ format:
```
10
C4H3N3, DFT wB97M-V/def2-TZVPD
H -0.151 -1.852 -1.666
N 0.048 -1.349 -0.803
C -0.028 -0.091 -0.991
C -0.356 0.547 -2.240
N -0.633 1.014 -3.255
N 0.274 0.857 -0.043
C 0.278 0.450 1.111
C 0.368 0.050 2.299
H -0.146 1.084 2.539
H 0.346 -0.710 3.048
```



DFT (wB97M-V/def2-TZVPD) results for one molecule with the formula C4H3N3.

The calculation puts the total energy at -318.2883 Eh.

The geometry in XYZ format:
```
10
C4H3N3, DFT wB97M-V/def2-TZVPD
C -0.653 2.577 0.120
C -1.091 1.410 0.378
C -0.443 0.229 0.239
C 0.252 -0.230 -1.003
N 0.986 -1.424 -0.593
N 0.785 -1.655 0.606
N -0.093 -0.704 1.139
H 0.939 0.571 -1.293
H -0.396 -0.446 -1.857
H -0.249 -0.696 2.136
```



DFT (wB97M-V/def2-TZVPD) results for one molecule with the formula C4H3N3 in a non-equilibrium geometry.

The calculation puts the total energy at -318.3015 Eh.

The geometry in XYZ format:
```
10
C4H3N3, DFT wB97M-V/def2-TZVPD
C -0.116 -1.413 -1.298
C 1.082 -1.153 -0.939
C 0.125 -0.167 -0.079
C -0.130 -0.169 1.292
N -0.227 1.104 1.743
N -0.060 1.916 0.742
N 0.133 1.183 -0.344
H -0.919 -1.924 -1.829
H -0.217 -1.016 1.964
H 0.319 1.639 -1.228
```



DFT (wB97M-V/def2-TZVPD) results for one molecule with the formula C4H3N3.

The calculation puts the total energy at -318.3874 Eh. The SMILES is C#Cc1cnn[nH]1.

The geometry in XYZ format:
```
10
C4H3N3, DFT wB97M-V/def2-TZVPD
C -1.122 1.895 -1.216
C -0.432 0.946 -0.935
C 0.133 -0.087 -0.141
C -0.195 -0.266 1.179
N 0.487 -1.326 1.668
N 1.224 -1.818 0.721
N 1.024 -1.082 -0.380
H -1.745 2.738 -1.410
H -0.894 0.339 1.736
H 1.519 -1.340 -1.222
```